Computed, not measured: one molecule with the formula C7H7N3O at a distorted geometry, with ωB97M-V/def2-TZVPD.

Each line ends with the natural charge from an NBO analysis.
Cartesian coordinates (Å):
C1 -0.514738 0.443647 -1.382378  0.648
C2 0.395006 -0.515274 0.325612  0.058
C3 1.165145 -1.351472 1.041279  -0.225
C4 1.105242 -1.205801 2.432833  -0.227
C5 0.205574 -0.189005 2.969722  -0.222
C6 -0.586918 0.574071 2.220766  -0.238
C7 -0.412506 0.444109 0.815688  0.265
H1 -0.691143 -0.669311 -3.906736  0.361
H2 0.235700 0.632193 -4.446959  0.372
H3 1.191697 -0.657938 -1.769033  0.465
H4 1.681900 -2.212312 0.548146  0.229
H5 1.881921 -1.516608 3.238769  0.232
H6 0.107154 0.081709 4.004690  0.218
H7 -1.408184 1.292506 2.616663  0.234
N1 -0.052720 0.149670 -3.502215  -0.780
N2 -0.628930 1.123334 -2.492386  -0.362
N3 0.353935 -0.479381 -1.089236  -0.609
O1 -1.105735 1.036594 -0.154976  -0.421

Forces on atoms 1 to 6 (eV/Å):
-1.455 5.488 -1.324
1.253 -0.544 -2.041
1.243 -2.409 2.154
0.512 2.038 2.260
1.876 -1.848 0.758
-2.775 2.430 -2.904

SMILES: N/N=c1\[nH]c2ccccc2o1
Relative energy (zero: lowest compared OMol25 entry of this formula, charge and spin): 88.6 kcal per mole
HOMO level: -7.91 eV

Computed, not measured: one molecule with the formula C7H7N3O2S at a distorted geometry, with ωB97M-V/def2-TZVPD.

Each line ends with the natural charge from an NBO analysis.
Cartesian coordinates (Å):
C1 1.317360 1.700548 -0.153206  0.247
C2 1.183248 -1.115327 -1.196203  -0.175
C3 0.703934 0.215081 -1.795152  -0.122
C4 0.695964 -1.609548 -0.088682  -0.174
C5 -0.713323 0.539148 -1.269166  -0.128
C6 -0.344405 -0.891501 0.724900  -0.153
C7 -0.986290 0.294679 0.033313  0.059
N1 1.522900 1.244491 -1.257161  -0.476
N2 0.472482 -0.463193 1.870904  -0.849
N3 -2.193189 0.895345 0.569314  0.513
O1 -2.585397 0.496584 1.627859  -0.360
O2 -2.671753 1.792407 -0.123174  -0.386
S1 0.706305 2.191520 1.173907  0.126
H1 2.088790 -1.540953 -1.775460  0.222
H2 0.961980 0.321066 -2.758352  0.224
H3 1.083443 -2.536988 0.324326  0.220
H4 -1.162182 1.402978 -1.740167  0.249
H5 -1.040541 -1.686878 1.020220  0.214
H6 0.974743 -1.305019 2.217435  0.369
H7 -0.014070 0.055561 2.594545  0.380

Forces on atoms 1 to 6 (eV/Å):
0.113 0.066 -1.004
2.023 0.096 -2.610
-1.868 -2.299 4.018
-0.394 -0.047 -0.503
1.394 0.748 0.223
0.584 -0.219 1.149

SMILES: N[C@@H]1C=C[C@H](N=C=S)C=C1[N+](=O)[O-]
Relative energy (zero: lowest compared OMol25 entry of this formula, charge and spin): 113.7 kcal per mole
HOMO level: -8.80 eV

Computed, not measured: C7H7N5O3ReS as an isolated structure, with ωB97M-V/def2-TZVPD.

Each line ends with the Mulliken spin population.
Cartesian coordinates (Å):
Re1 1.289454 -0.326349 -0.208850  0.958
N1 1.324801 -3.241516 2.944916  -0.021
C1 0.939818 -2.325950 2.077216  0.020
S1 2.159969 -1.004755 1.697461  -0.046
N2 -0.225813 -2.297151 1.518142  0.002
N3 -0.323910 -1.206403 0.696719  -0.099
C2 -1.475090 -0.661569 0.494709  0.117
C3 -1.446149 0.651983 -0.150574  -0.008
C4 -2.553535 1.420382 -0.398331  0.024
C5 -2.369961 2.712657 -0.907882  -0.001
C6 -1.092000 3.184431 -1.142724  0.011
C7 -0.010455 2.355630 -0.885149  0.011
N4 -0.181967 1.116091 -0.399301  0.007
H1 2.243516 -3.238932 3.358485  0.001
H2 0.690621 -3.988669 3.196008  0.003
H3 -2.380434 -1.116077 0.882353  0.002
H4 -3.542350 1.032929 -0.192914  0.001
H5 -3.229514 3.338544 -1.110093  0.000
H6 -0.918594 4.179135 -1.528118  0.001
H7 1.007925 2.669987 -1.074564  0.005
O1 2.546043 0.355170 -1.764061  0.022
N5 2.596047 -0.819571 -2.303429  0.002
O2 3.149245 -1.153279 -3.251655  -0.003
O3 1.802332 -1.636718 -1.548365  -0.009

Forces on atoms 1 to 6 (eV/Å):
-0.088 0.009 0.265
-0.023 -0.007 -0.030
0.152 0.013 0.069
-0.106 -0.063 -0.140
-0.021 0.086 -0.064
0.037 0.034 0.038

Expectation value of S²: 0.7701
Total charge: +2
2S+1: 2
HOMO level (spin up / spin down): -16.42 / -16.58 eV

Computed, not measured: one molecule with the formula C7H7NO at a distorted geometry, with ωB97M-V/def2-TZVPD.

Each line ends with the natural charge from an NBO analysis.
Cartesian coordinates (Å):
C1 -3.324667 0.119043 0.051280  0.260
C2 0.040281 -1.709768 -0.154848  -0.192
C3 -1.061491 -1.295541 -0.771444  -0.232
C4 0.704298 0.632887 0.222073  -0.414
C5 -0.782754 1.091460 -0.096459  -0.425
C6 0.330532 -0.731386 1.007560  0.041
C7 -1.587459 -0.234756 0.224922  0.259
N1 -4.444311 0.145748 -0.195389  -0.352
O1 -1.045493 -0.560046 1.473672  -0.505
H1 0.750767 -2.455088 -0.444979  0.225
H2 -1.579834 -1.451068 -1.679094  0.242
H3 1.193003 0.292062 -0.605416  0.207
H4 1.229534 1.434769 0.828288  0.224
H5 -1.204766 1.835958 0.489714  0.222
H6 -0.773350 1.431578 -1.085087  0.214
H7 0.998257 -0.822857 1.860537  0.228

Forces on atoms 1 to 6 (eV/Å):
4.515 -1.739 0.922
0.958 0.068 0.074
-0.521 0.656 2.658
-3.152 0.941 3.868
1.373 -2.308 -0.166
-1.046 0.986 -0.616

SMILES: N#C[C@@]12C=C[C@@H](CC1)O2
Relative energy (zero: lowest compared OMol25 entry of this formula, charge and spin): 67.5 kcal per mole
HOMO level: -10.26 eV

Computed, not measured: one molecule with the formula C7H7NO at a distorted geometry, with ωB97M-V/def2-TZVPD.

Each line ends with the Löwdin charge.
Cartesian coordinates (Å):
C1 -0.856838 -1.168772 0.230876  -0.336
C2 -1.330819 -1.512118 1.475684  0.273
C3 -0.011716 1.756386 1.936091  -0.584
C4 -2.214948 -1.325423 -0.050422  0.041
C5 0.052046 -0.255939 -0.539510  -0.061
C6 0.941781 1.949735 0.741740  -0.002
C7 0.882379 0.347900 0.708013  -0.264
N1 0.005191 0.453627 1.875446  0.126
O1 -0.560217 2.509555 2.687436  0.067
H1 -2.682580 -0.528116 -0.595852  0.106
H2 -2.696136 -2.300752 0.211822  0.108
H3 0.705277 -0.614297 -1.338773  0.120
H4 -0.448247 0.571685 -1.010109  0.109
H5 0.578105 2.523579 -0.045135  0.086
H6 1.928153 2.184289 0.937708  0.076
H7 1.865078 -0.143843 0.826526  0.134

Forces on atoms 1 to 6 (eV/Å):
-0.918 0.105 -1.405
2.064 2.056 -0.037
-0.125 2.511 0.156
0.016 -1.963 0.656
1.970 0.689 3.002
-0.184 -3.016 1.103

Relative energy (zero: lowest compared OMol25 entry of this formula, charge and spin): 177.0 kcal per mole
HOMO level (spin up / spin down): -8.90 / -8.75 eV

Computed, not measured: a 2-piece molecular cluster, C7H7NO2 overall at a distorted geometry, with ωB97M-V/def2-TZVPD.

Each line ends with the natural charge from an NBO analysis.
Cartesian coordinates (Å):
C1 -0.108639 -2.197121 -0.083965  -0.295
C2 -0.333181 -1.276987 0.889401  -0.142
C3 -0.278204 -1.618726 -1.365620  0.618
C4 1.768544 2.076383 -0.332115  -0.241
C5 2.284988 0.986852 -0.680693  -0.242
C6 -1.220543 1.177023 0.797865  0.151
C7 -0.725713 0.011150 0.284404  0.049
N1 -0.753212 -0.282999 -1.143466  -0.627
O1 -0.109134 -2.025551 -2.499827  -0.581
O2 -1.175208 1.454331 2.143639  -0.690
H1 0.160650 -3.169612 0.068454  0.227
H2 -0.318041 -1.263270 1.910707  0.206
H3 1.221430 2.773758 0.268713  0.237
H4 -1.305122 0.762872 2.758595  0.491
H5 2.856599 0.333032 -1.303612  0.242
H6 -1.514395 1.886058 0.116054  0.189
H7 -0.450817 0.372807 -1.828535  0.408

Forces on atoms 1 to 6 (eV/Å):
-0.351 1.699 2.496
-0.362 1.301 -2.966
-0.982 2.726 -2.225
1.623 -4.438 -0.483
-1.517 4.657 0.438
2.103 -4.465 1.708

SMILES: O=C1C=C/C(=C\O)N1.C#C
Relative energy (zero: lowest compared OMol25 entry of this formula, charge and spin): 93.3 kcal per mole
HOMO level: -8.45 eV

Computed, not measured: a 2-piece molecular cluster, C7H7NO2 overall at a distorted geometry, with ωB97M-V/def2-TZVPD.

Each line ends with the natural charge from an NBO analysis.
Cartesian coordinates (Å):
C1 -0.961176 0.119390 1.558351  0.152
C2 -0.987095 1.489341 1.631132  -0.233
C3 -1.496196 0.762278 2.675324  -0.111
C4 -1.992540 1.574099 -1.486323  1.019
C5 0.433236 -0.732544 0.013181  0.344
C6 1.768758 -0.372550 0.651127  -0.704
C7 0.644306 -1.559593 -1.231570  -0.669
N1 -0.710849 -0.611123 0.512930  -0.433
O1 -2.939358 1.804353 -0.881789  -0.501
O2 -1.156119 1.280282 -2.204435  -0.516
H1 -0.679099 2.331873 0.896461  0.238
H2 1.966886 0.537600 0.066341  0.236
H3 2.519038 -1.222909 0.570492  0.243
H4 1.685797 0.026231 1.674219  0.229
H5 0.721195 -2.682109 -0.835541  0.237
H6 1.525564 -1.314462 -1.833002  0.229
H7 -0.342348 -1.430158 -1.776897  0.240

Forces on atoms 1 to 6 (eV/Å):
-0.031 3.337 -0.818
1.094 0.356 -2.177
-0.975 0.139 2.494
-1.433 -0.362 -0.274
2.630 -2.230 -0.016
-0.664 0.555 0.210

SMILES: CC(C)=NC1=C=C1.O=C=O
Relative energy (zero: lowest compared OMol25 entry of this formula, charge and spin): 111.2 kcal per mole
HOMO level: -8.05 eV

Computed, not measured: one molecule with the formula C7H7NO2 at a distorted geometry, with ωB97M-V/def2-TZVPD.

Each line ends with the natural charge from an NBO analysis.
Cartesian coordinates (Å):
C1 2.427488 -0.285227 0.004964  0.754
C2 1.782498 1.001947 -0.111387  -0.407
C3 0.438605 1.242413 -0.011125  -0.069
C4 -0.715732 0.443006 -0.013271  0.007
C5 -2.043698 0.864595 0.060737  -0.210
C6 -2.872696 -0.228358 0.038689  -0.322
C7 -2.033507 -1.339504 -0.060280  -0.012
H1 4.003080 -1.138796 0.177156  0.494
H2 2.447851 1.893045 -0.150837  0.230
H3 0.189770 2.299843 0.017552  0.217
H4 -2.342687 1.926667 0.215991  0.222
H5 -3.969415 -0.251760 0.144629  0.231
H6 -2.332463 -2.385594 -0.213993  0.215
H7 0.086130 -1.520295 -0.132451  0.462
N1 -0.733872 -0.931672 -0.064873  -0.476
O1 3.777037 -0.203172 0.009834  -0.664
O2 1.891604 -1.387142 0.088664  -0.671

Forces on atoms 1 to 6 (eV/Å):
-0.239 -0.272 -0.368
-0.361 1.094 0.412
1.314 0.758 -0.396
-0.303 -0.810 0.340
0.413 2.344 0.502
-0.749 -1.268 0.111

SMILES: O=C(O)/C=C\c1ccc[nH]1
Relative energy (zero: lowest compared OMol25 entry of this formula, charge and spin): 0.0 kcal per mole
HOMO level: -8.06 eV

Computed, not measured: a 2-piece molecular cluster, C7H7NO2S overall at a distorted geometry, with ωB97M-V/def2-TZVPD.

Each line ends with the natural charge from an NBO analysis.
Cartesian coordinates (Å):
C1 -1.287510 -1.755595 0.510325  -0.142
C2 -1.671576 -0.475224 0.967849  -0.237
C3 -0.452560 -1.862904 -0.641836  -0.211
C4 -0.899942 0.574640 0.494938  -0.133
C5 0.319987 -0.864026 -1.087142  -0.161
C6 0.090352 0.429537 -0.575131  -0.113
C7 0.669282 1.618062 -0.972365  -0.005
N1 1.469671 1.864302 -2.098362  0.469
O1 1.713965 3.062926 -2.271547  -0.398
O2 1.900058 0.956909 -2.781779  -0.401
S1 0.807065 0.404568 3.976253  -0.114
H1 -1.606139 -2.629404 0.990295  0.210
H2 -2.326220 -0.565552 1.804338  0.233
H3 -0.116392 -2.791689 -1.081716  0.217
H4 -1.012857 1.577570 0.846210  0.214
H5 1.029573 -1.119517 -1.787536  0.238
H6 0.544689 2.568914 -0.480764  0.223
H7 0.828555 -0.993516 4.187971  0.111

Forces on atoms 1 to 6 (eV/Å):
0.448 1.491 -2.306
2.196 -1.836 -0.459
0.033 -1.710 1.819
0.161 -0.075 -0.974
-1.280 1.768 0.576
-1.034 -0.071 1.309

Relative energy (zero: lowest compared OMol25 entry of this formula, charge and spin): 107.3 kcal per mole
HOMO level (spin up / spin down): -10.24 / -8.34 eV

Computed, not measured: an isolated ion of composition C7H7NO5 and charge -2 at a distorted geometry, with ωB97M-V/def2-TZVPD.

Each line ends with the natural charge from an NBO analysis.
Cartesian coordinates (Å):
C1 -1.999396 -0.489796 -0.293789  0.615
C2 1.026413 0.697076 1.742750  0.664
C3 0.185033 2.227468 -0.358105  0.711
C4 -0.762115 -0.582263 -1.222623  -0.469
C5 0.618663 -0.286162 -0.591568  -0.308
C6 0.466945 0.876350 0.419375  0.270
C7 1.087883 -1.616631 0.011048  -0.640
N1 -1.676704 0.209900 0.749747  -0.773
O1 0.505997 0.296804 2.759718  -0.701
O2 -0.028096 3.179239 0.396459  -0.747
O3 -3.125785 -0.881443 -0.666988  -0.785
O4 2.269249 0.821650 1.450782  -0.734
O5 0.247733 2.249018 -1.584464  -0.766
H1 -0.605591 -1.622245 -1.518041  0.180
H2 -0.972494 0.020458 -2.038517  0.230
H3 1.311893 0.146403 -1.403971  0.246
H4 1.894683 -1.496837 0.836645  0.232
H5 1.547132 -2.177060 -0.836855  0.185
H6 0.216888 -2.120099 0.570697  0.215
H7 -2.208331 0.548168 1.577699  0.374

Forces on atoms 1 to 6 (eV/Å):
0.036 1.173 -0.021
1.979 -0.306 -0.365
0.407 0.553 1.716
0.649 -1.794 1.221
-0.129 1.052 0.528
-2.799 -1.345 -2.513

Total charge: -2
Relative energy (zero: lowest compared OMol25 entry of this formula, charge and spin): 51.0 kcal per mole
HOMO level: -1.44 eV

Energy readings, ordered: -510.3430, -983.6670, -1246.1670, -400.8032, -400.6287, -476.0343, -476.0057, -476.1829, -874.1388, -701.8678 Eh
M readings, ordered: 149.15, 197.22, 427.44, 121.14, 121.14, 137.14, 137.14, 137.14, 169.21, 185.14 g mol⁻¹